This record from the OMol25 dataset describes a 2-piece molecular cluster, CH5INP overall in a non-equilibrium geometry. The level of theory is ωB97M-V/def2-TZVPD.

The geometry in ORCA input format:
```
! wB97M-V def2-TZVPD RIJCOSX def2/J DEFGRID3
* xyz 0 1
C -0.550 0.322 -0.164
N 0.777 0.733 0.112
P 1.349 2.187 -0.019
I -4.230 0.156 0.057
H -0.923 -0.476 0.528
H -1.301 1.089 -0.218
H -0.398 -0.312 -1.110
H -2.849 -0.312 -0.598
H 2.643 2.062 0.302
*
```



This record from the OMol25 dataset describes a 5-piece molecular cluster, C34H81ClN5O6PS3 overall in a non-equilibrium geometry. The level of theory is ωB97M-V/def2-TZVPD.

The geometry in ORCA input format:
```
! wB97M-V def2-TZVPD RIJCOSX def2/J DEFGRID3
* xyz 0 1
N 2.943 -0.509 0.963
C 2.132 0.700 0.468
C 0.910 0.077 -0.472
C -0.316 1.128 -0.751
C -1.668 0.886 0.135
C -2.404 -0.591 -0.143
P -2.437 -1.264 1.685
S -0.670 -1.443 2.477
O -1.816 -1.467 -1.185
S -2.251 -0.962 -2.789
O -2.823 -2.195 -3.526
O -1.112 -0.514 -3.749
O -3.358 0.251 -2.217
C -3.806 -0.107 -0.829
C -5.020 -1.143 -1.147
C -5.216 -2.381 -0.098
C -4.301 -3.722 -0.439
C -4.677 -4.446 -1.861
S -3.291 -5.627 -2.438
O -3.591 -7.093 -1.943
O -1.895 -5.237 -1.897
Cl -3.101 -5.613 -4.558
H 2.664 -1.299 0.306
H 3.967 -0.358 0.718
H 2.867 1.266 -0.283
H 1.754 1.392 1.332
H 1.419 -0.127 -1.532
H 0.546 -0.990 -0.103
H -0.617 1.243 -1.887
H 0.098 2.204 -0.435
H -1.460 1.069 1.290
H -2.430 1.753 -0.173
H -3.326 -0.350 2.410
H -3.073 -2.569 1.783
H -4.391 0.823 -0.361
H -5.012 -1.611 -2.236
H -6.030 -0.508 -1.102
H -6.347 -2.746 -0.220
H -5.139 -2.053 1.047
H -3.148 -3.547 -0.347
H -4.579 -4.509 0.415
H -4.853 -3.720 -2.762
H -5.626 -5.121 -1.749
C 4.128 3.189 2.688
C 3.882 4.169 1.543
N 3.156 5.381 1.928
C 2.728 6.186 0.779
C 3.812 6.811 -0.089
C 3.719 6.148 3.041
C 5.141 6.676 2.882
H 3.187 2.875 3.152
H 4.631 2.294 2.308
H 4.774 3.616 3.462
H 3.294 3.630 0.789
H 4.844 4.407 1.079
H 2.050 6.979 1.120
H 2.107 5.549 0.134
H 4.256 7.688 0.387
H 3.375 7.153 -1.033
H 4.614 6.108 -0.336
H 3.685 5.525 3.944
H 3.057 6.990 3.279
H 5.814 5.945 2.427
H 5.553 6.930 3.865
H 5.164 7.590 2.286
C -0.040 3.642 -4.943
C 0.564 3.510 -6.339
N 1.379 2.308 -6.535
C 2.134 2.323 -7.793
C 1.342 2.302 -9.093
C 0.737 1.031 -6.219
C -0.533 0.674 -6.985
H 0.737 3.641 -4.171
H -0.590 4.585 -4.866
H -0.749 2.837 -4.725
H 1.197 4.393 -6.493
H -0.244 3.571 -7.074
H 2.847 1.488 -7.801
H 2.764 3.223 -7.797
H 0.953 1.305 -9.314
H 1.998 2.575 -9.927
H 0.506 3.008 -9.090
H 0.503 1.016 -5.147
H 1.460 0.216 -6.340
H -1.210 1.525 -7.101
H -1.082 -0.108 -6.448
H -0.304 0.274 -7.974
C 7.061 0.862 6.579
C 7.757 0.148 5.421
N 7.397 0.653 4.094
C 7.889 -0.194 3.002
C 9.397 -0.312 2.824
C 7.566 2.091 3.880
C 8.966 2.670 4.063
H 5.972 0.800 6.487
H 7.347 0.395 7.526
H 7.347 1.917 6.641
H 7.470 -0.909 5.486
H 8.838 0.190 5.587
H 7.447 0.138 2.054
H 7.489 -1.206 3.154
H 9.819 0.578 2.351
H 9.624 -1.156 2.163
H 9.922 -0.486 3.768
H 6.887 2.625 4.556
H 7.205 2.359 2.879
H 9.481 2.260 4.936
H 8.903 3.755 4.201
H 9.587 2.500 3.181
C -6.503 -6.791 1.113
C -7.619 -6.842 2.154
N -8.107 -5.530 2.585
C -9.002 -5.600 3.745
C -10.334 -6.316 3.568
C -8.547 -4.622 1.524
C -9.681 -5.094 0.619
H -5.641 -6.224 1.481
H -6.165 -7.806 0.883
H -6.840 -6.344 0.173
H -7.212 -7.370 3.026
H -8.430 -7.464 1.763
H -9.193 -4.587 4.121
H -8.458 -6.098 4.560
H -11.054 -5.700 3.024
H -10.775 -6.520 4.550
H -10.234 -7.274 3.049
H -7.683 -4.385 0.890
H -8.825 -3.655 1.960
H -9.581 -6.143 0.329
H -9.692 -4.501 -0.301
H -10.654 -4.955 1.094
*
```



Kohn-Sham gap for every record listed, in sequence, given in Ha: 0.3190, 0.2540.
HOMO energy for every record listed, in sequence, given in Eh: -0.3289, -0.2918.